Below is a 17-piece molecular cluster, CH36N2O16 overall in a non-equilibrium geometry, with properties calculated with wB97M-V/def2-TZVPD.

```
55
Properties=species:S:1:pos:R:3:nbo_charge:R:1
N -1.12 0.30 0.28 -0.849
C -2.48 0.23 0.43 0.310
N -3.25 0.11 -0.62 -0.856
H -0.41 0.12 -0.55 0.463
H -0.66 0.30 1.23 0.414
H -2.89 0.36 1.41 0.174
H -4.22 -0.26 -0.51 0.374
H -0.86 0.24 4.10 0.506
H 0.31 -0.73 3.76 0.482
O -0.63 -0.64 3.68 -1.049
H -1.43 1.11 -3.67 0.493
H -0.97 -0.32 -3.34 0.493
O -0.62 0.55 -3.63 -1.011
H -0.32 2.66 4.76 0.497
H 0.76 1.46 4.51 0.506
O -0.12 1.74 4.55 -0.980
H 2.22 -0.56 -2.18 0.503
H 1.11 -1.69 -2.25 0.507
O 1.59 -1.04 -1.66 -1.012
H 2.67 1.66 2.41 0.475
H 1.76 0.63 1.93 0.493
O 1.78 1.44 2.53 -0.987
H -0.92 -5.22 1.36 0.491
H -1.35 -4.32 0.11 0.476
O -1.21 -5.19 0.41 -0.965
H 1.55 -4.54 -1.29 0.461
H 0.29 -4.60 -1.68 0.473
O 1.15 -4.26 -2.15 -0.934
H 1.83 -1.97 3.72 0.485
H 2.25 -0.62 3.10 0.493
O 1.89 -0.99 3.89 -0.935
H -1.27 -2.40 3.53 0.483
H -2.19 -1.88 2.59 0.463
O -1.76 -2.69 2.81 -0.955
H 0.82 3.03 1.43 0.498
H -0.41 3.12 0.61 0.466
O 0.39 3.62 0.74 -0.968
H 2.23 -0.06 0.10 0.508
H 1.78 -1.52 0.38 0.526
O 2.17 -0.68 0.84 -1.003
H 1.98 0.63 -3.71 0.509
H 3.29 1.46 -3.78 0.490
O 2.88 0.74 -3.29 -0.982
H -2.89 2.11 -1.93 0.513
H -2.10 3.04 -3.06 0.481
O -2.57 2.21 -2.81 -0.974
H 2.96 2.40 -1.91 0.489
H 2.03 2.90 -0.71 0.484
O 2.95 2.77 -0.96 -0.984
H -3.49 -1.47 -3.40 0.470
H -2.70 -0.81 -2.21 0.501
O -2.68 -1.53 -2.94 -1.004
H -0.21 2.62 -2.74 0.468
H 0.44 3.58 -1.83 0.470
O 0.64 2.82 -2.39 -0.942
```

## Properties
Net charge: 0
Energy above the lowest of the compared OMol25 structures with the same formula, charge and spin, kcal/mol: 113.0
Gap between HOMO and LUMO, eV: 9.7

***

Below is a single C18H13IO2 molecule in a non-equilibrium geometry, with properties calculated with wB97M-V/def2-TZVPD.

```
34
Properties=species:S:1:pos:R:3:nbo_charge:R:1
O 5.24 -1.94 -1.46 -0.503
C 4.92 -0.99 -0.70 0.534
C 5.95 0.16 -0.22 -0.262
C 5.44 1.49 -0.10 -0.252
C 3.90 1.84 -0.47 0.535
O 3.60 2.89 -1.07 -0.494
C 2.85 0.70 -0.04 -0.139
C 3.41 -0.77 -0.17 -0.106
C 2.51 -1.95 0.26 -0.182
C 1.10 -1.62 0.80 -0.214
C 0.48 -0.20 0.93 -0.005
C -0.97 0.12 1.49 -0.464
C -2.06 -1.05 1.24 -0.439
C -3.20 -0.45 0.24 -0.006
C -3.42 -1.16 -1.14 -0.234
C -4.48 -0.57 -2.12 -0.215
C -5.31 0.70 -1.74 -0.233
C -5.12 1.41 -0.38 -0.218
C -4.06 0.81 0.60 -0.245
C 1.41 1.00 0.50 -0.138
I 0.73 3.09 0.67 0.206
H 7.04 -0.09 0.05 0.249
H 6.17 2.29 0.28 0.247
H 2.94 -3.00 0.19 0.253
H 0.45 -2.50 1.15 0.228
H -0.91 0.43 2.60 0.241
H -1.39 1.06 0.95 0.257
H -1.63 -2.02 0.84 0.226
H -2.63 -1.29 2.21 0.231
H -2.77 -2.07 -1.39 0.229
H -4.62 -1.08 -3.14 0.230
H -6.06 1.14 -2.48 0.228
H -5.68 2.35 -0.03 0.236
H -3.83 1.28 1.62 0.221
```

## Properties
Structure (SMILES): O=C1C=CC(=O)c2c1ccc(CCc1ccccc1)c2I
Net charge: 0
Gap between HOMO and LUMO, eV: 7.5

***

Below is a single C3H6N2O molecule, with properties calculated with wB97M-V/def2-TZVPD.

```
12
Properties=species:S:1:pos:R:3:nbo_charge:R:1
C 0.98 -1.69 1.27 -0.403
N 0.38 -0.82 0.36 -0.494
C -0.34 -0.32 -0.50 0.318
N -0.33 1.08 -0.49 -0.627
C -0.97 2.02 -1.23 0.530
O -0.88 3.21 -1.01 -0.589
H 0.39 -2.58 1.54 0.185
H 1.96 -2.00 0.90 0.219
H 1.16 -1.12 2.19 0.194
H -1.00 -0.78 -1.27 0.147
H 0.22 1.42 0.29 0.411
H -1.56 1.59 -2.06 0.109
```

## Properties
Structure (SMILES): C/N=C/NC=O
Net charge: 0
Energy above the lowest of the compared OMol25 structures with the same formula, charge and spin, kcal/mol: 48.8
Gap between HOMO and LUMO, eV: 9.7

***

Below is C5H8CuO3 as an isolated structure in a non-equilibrium geometry, with properties calculated with wB97M-V/def2-TZVPD.

```
17
Properties=species:S:1:pos:R:3:nbo_charge:R:1
O -0.50 -0.26 -0.32 -0.640
C -0.88 -0.40 1.05 -0.077
C -0.05 -1.44 1.77 -0.628
H -0.78 0.59 1.51 0.167
H -1.95 -0.62 1.13 0.220
H 1.02 -1.18 1.74 0.195
H -0.35 -1.48 2.83 0.216
H -0.21 -2.43 1.33 0.215
C 1.47 1.38 -0.21 -0.077
C 1.32 2.28 -1.20 -0.574
H 2.27 1.14 0.49 0.184
H 2.16 2.90 -1.53 0.223
H 0.34 2.47 -1.65 0.236
O -0.84 -1.08 -2.34 -0.850
C -1.46 -0.72 -1.32 0.971
O -2.63 -0.84 -1.01 -0.671
Cu 1.07 -0.30 -2.27 0.890
```

## Properties
Multiplicity: 2
Net charge: 0
Energy above the lowest of the compared OMol25 structures with the same formula, charge and spin, kcal/mol: 14.8
Gap between HOMO and LUMO (alpha / beta), eV: 8.2 / 8.3

***

Below is a single C16H31IOSi molecule in a non-equilibrium geometry, with properties calculated with wB97M-V/def2-TZVPD.

```
50
Properties=species:S:1:pos:R:3:nbo_charge:R:1
I -0.95 3.09 -3.74 0.119
O 0.15 -0.28 -0.20 -0.927
C 0.42 2.42 -2.30 -0.364
C 0.59 2.89 -1.03 0.009
C -0.41 3.70 -0.36 -0.656
C -2.18 -1.22 -2.39 -0.605
C -3.07 0.28 -0.70 -0.618
C -3.60 -2.22 -0.54 -0.610
C 3.94 -0.58 1.07 -0.397
C 2.71 -1.49 1.35 -0.412
C 1.83 2.59 -0.20 -0.424
C 3.56 0.87 0.60 -0.406
C 1.53 -0.68 1.88 -0.431
C -1.61 -0.87 2.08 -1.177
C -0.38 -2.98 0.06 -1.187
C -2.60 -1.15 -0.94 -0.490
C 2.13 1.10 0.03 -0.216
C 1.01 0.30 0.78 0.126
Si -1.09 -1.27 0.29 2.012
H 1.15 1.77 -2.74 0.209
H -1.07 3.07 0.22 0.228
H 0.06 4.41 0.34 0.215
H -1.02 4.24 -1.08 0.229
H -1.68 -2.17 -2.60 0.204
H -3.06 -1.09 -3.04 0.204
H -1.48 -0.39 -2.58 0.220
H -2.19 0.96 -0.67 0.211
H -3.77 0.70 -1.42 0.213
H -3.55 0.43 0.31 0.201
H -3.60 -2.32 0.55 0.202
H -3.35 -3.18 -0.97 0.213
H -4.62 -1.95 -0.89 0.209
H 4.64 -1.01 0.33 0.207
H 4.50 -0.55 2.03 0.199
H 2.44 -1.89 0.36 0.201
H 2.97 -2.38 1.96 0.213
H 2.69 3.09 -0.65 0.226
H 1.83 3.07 0.78 0.207
H 3.73 1.55 1.44 0.194
H 4.32 1.19 -0.14 0.212
H 0.71 -1.33 2.18 0.220
H 1.84 -0.16 2.80 0.212
H -1.22 0.08 2.40 0.242
H -1.32 -1.57 2.85 0.246
H -2.68 -0.75 2.03 0.239
H -1.26 -3.63 0.04 0.230
H 0.20 -3.11 -0.82 0.246
H 0.26 -3.24 0.92 0.232
H 2.16 0.60 -0.97 0.212
H 0.36 1.04 1.28 0.160
```

## Properties
Structure (SMILES): C/C(=C\I)C[C@H]1CCCC[C@@H]1O[Si](C)(C)C(C)(C)C
Net charge: 0
Gap between HOMO and LUMO, eV: 9.1

***

Below is C61H36BrCl4N7O3W as an isolated structure in a non-equilibrium geometry, with properties calculated with wB97M-V/def2-TZVPD.

```
113
Properties=species:S:1:pos:R:3:mulliken_charge:R:1
W 0.82 -0.11 -0.02 2.234
Cl -8.44 -2.58 0.70 -0.171
C -6.80 -2.12 0.54 0.348
C -5.80 -2.91 1.10 -1.047
C -4.48 -2.55 0.96 -0.156
C -4.12 -1.38 0.28 0.123
C -5.14 -0.60 -0.28 -0.266
C -6.46 -0.97 -0.16 -1.143
C -2.70 -1.01 0.18 1.495
C -2.26 0.21 0.72 -0.534
C -3.01 1.34 1.13 -1.589
C -2.14 2.26 1.63 -1.068
C -0.85 1.66 1.63 0.718
C 0.27 1.99 2.42 1.430
C 0.49 3.28 3.09 -0.301
C -0.51 4.01 3.74 -0.510
C -0.20 5.17 4.43 -1.176
C 1.11 5.63 4.48 0.350
Cl 1.50 7.03 5.38 -0.167
C 2.11 4.94 3.80 -1.351
C 1.80 3.78 3.12 0.176
C 1.16 0.95 2.76 0.373
N 1.37 -0.20 2.02 0.306
C 1.98 -1.10 2.89 0.105
C 2.43 -2.35 2.51 1.269
C 2.83 -3.40 3.48 -0.098
C 2.22 -4.65 3.35 0.042
C 2.50 -5.67 4.23 -1.065
C 3.41 -5.46 5.26 0.375
Cl 3.77 -6.73 6.36 -0.170
C 4.04 -4.23 5.40 -1.005
C 3.74 -3.20 4.51 -0.282
C 2.56 -2.63 1.14 0.163
C 3.41 -3.63 0.57 -1.994
C 3.43 -3.45 -0.77 -0.999
C 2.51 -2.37 -1.06 -0.151
N 2.05 -1.84 0.17 0.326
C 1.30 -2.57 -2.17 2.056
C -0.03 -2.52 -1.60 0.383
C -1.06 -3.44 -1.88 -1.703
C -2.17 -3.05 -1.17 -1.481
C -1.82 -1.88 -0.45 -0.025
N -0.46 -1.59 -0.70 0.457
C 1.54 -3.62 -3.21 -0.846
C 1.75 -4.96 -2.88 0.212
C 2.01 -5.90 -3.86 -1.162
C 2.04 -5.51 -5.19 0.297
Cl 2.39 -6.67 -6.41 -0.174
C 1.78 -4.19 -5.54 -1.185
C 1.53 -3.26 -4.56 0.030
C 2.12 -0.49 4.18 -1.510
C 1.69 0.79 4.08 -1.320
N -0.93 0.43 1.00 -0.033
H -6.07 -3.81 1.65 0.436
H -3.70 -3.16 1.41 0.520
H -4.89 0.30 -0.84 0.650
H -7.25 -0.37 -0.60 0.438
H -4.08 1.44 1.06 0.778
H -2.39 3.24 2.01 0.597
H -1.52 3.64 3.77 0.764
H -0.98 5.71 4.96 0.463
H 3.13 5.31 3.82 0.451
H 2.58 3.24 2.59 0.732
H 1.50 -4.81 2.56 0.521
H 2.01 -6.63 4.14 0.430
H 4.75 -4.07 6.19 0.434
H 4.28 -2.27 4.60 0.663
H 3.97 -4.36 1.14 0.624
H 4.00 -3.99 -1.50 0.668
H -0.98 -4.27 -2.55 0.684
H -3.14 -3.51 -1.17 0.662
H 1.71 -5.27 -1.84 0.541
H 2.18 -6.94 -3.59 0.450
H 1.78 -3.91 -6.59 0.452
H 1.34 -2.23 -4.83 0.512
H 2.50 -0.99 5.06 0.774
H 1.65 1.53 4.86 0.625
Br -5.88 4.55 -0.14 -0.150
C -4.39 5.11 -1.16 0.008
C -4.54 5.38 -2.51 -0.547
C -3.43 5.76 -3.25 -0.220
C -2.17 5.81 -2.65 -0.228
C -2.05 5.59 -1.28 -0.074
C -3.16 5.25 -0.53 -0.333
N -1.09 6.13 -3.49 -0.425
N 0.04 5.69 -3.28 -0.436
C 0.39 4.68 -2.40 -0.067
C 1.41 4.89 -1.48 -0.612
C 1.83 3.88 -0.62 -0.382
C 1.24 2.64 -0.66 0.176
O 1.56 1.59 0.13 -0.573
C 0.21 2.39 -1.59 -0.008
N -0.34 1.14 -1.56 0.278
C -1.24 0.83 -2.47 -0.148
C -1.64 1.72 -3.47 -1.642
C -1.12 2.99 -3.49 -0.740
C -0.19 3.38 -2.51 1.148
H -5.51 5.30 -2.98 0.479
H -3.52 5.99 -4.31 0.509
H -1.09 5.72 -0.79 0.529
H -3.08 5.11 0.54 0.552
H 1.87 5.87 -1.44 0.518
H 2.62 4.07 0.09 0.548
H -1.66 -0.17 -2.42 0.460
H -2.35 1.40 -4.22 0.576
H -1.39 3.68 -4.28 0.699
C 4.46 -1.47 -3.10 -0.689
O 3.05 -1.22 -3.25 -0.410
C 2.25 -1.39 -2.18 0.222
O 1.79 -0.22 -1.65 -0.344
H 4.79 -1.28 -2.08 0.297
H 4.97 -0.80 -3.79 0.343
H 4.68 -2.50 -3.39 0.230
```

## Properties
Net charge: +2
Energy above the lowest of the compared OMol25 structures with the same formula, charge and spin, kcal/mol: 13.4
Gap between HOMO and LUMO, eV: 5.4

***

Below is an isolated ion of composition C5H12NO and charge +1 in a non-equilibrium geometry, with properties calculated with wB97M-V/def2-TZVPD.

```
19
Properties=species:S:1:pos:R:3:nbo_charge:R:1
C 0.91 0.00 -0.26 0.406
C -0.85 0.09 -0.02 0.288
C 1.50 -1.39 -0.11 -0.691
C 1.71 1.20 0.11 -0.693
C -1.65 1.28 0.23 -0.691
N -1.62 -1.18 0.12 -0.703
O -0.08 0.12 -1.19 -0.500
H 0.89 -2.22 -0.07 0.208
H 2.24 -1.47 0.72 0.254
H 2.10 -1.60 -1.06 0.262
H 2.31 1.12 1.06 0.257
H 1.10 2.11 0.08 0.246
H 2.48 1.40 -0.64 0.259
H -1.42 1.78 1.09 0.249
H -2.68 1.08 0.25 0.222
H -1.62 1.93 -0.75 0.267
H -1.92 -1.51 -0.83 0.457
H -2.43 -0.96 0.69 0.449
H -0.98 -1.77 0.61 0.453
```

## Properties
Structure (SMILES): CC1(C)O[C@@]1(C)[NH3+]
Net charge: +1
Energy above the lowest of the compared OMol25 structures with the same formula, charge and spin, kcal/mol: 58.3
Gap between HOMO and LUMO, eV: 10.1

***

Below is a 8-piece molecular cluster, C15H47O8 overall in a non-equilibrium geometry, with properties calculated with wB97M-V/def2-TZVPD.

```
70
Properties=species:S:1:pos:R:3:nbo_charge:R:1
O 0.36 -1.08 0.46 -0.733
H 0.70 -0.26 0.82 0.577
H 0.86 -1.78 0.88 0.574
H -0.58 -1.22 0.61 0.580
C 2.53 -7.20 -0.09 -0.636
C 3.47 -6.01 0.41 -0.062
O 2.74 -5.28 1.40 -0.760
H 1.53 -6.80 -0.25 0.205
H 2.51 -7.99 0.66 0.207
H 2.89 -7.57 -1.05 0.217
H 3.92 -5.45 -0.42 0.187
H 4.30 -6.50 0.91 0.163
H 2.43 -5.80 2.14 0.479
C 6.20 4.12 1.42 -0.632
C 5.64 2.93 0.72 -0.068
O 4.69 2.30 1.56 -0.727
H 6.52 3.82 2.42 0.199
H 5.51 4.96 1.49 0.215
H 7.02 4.56 0.84 0.219
H 6.46 2.25 0.48 0.155
H 5.19 3.17 -0.24 0.179
H 5.19 2.05 2.34 0.460
C -1.81 6.00 -4.75 -0.644
C -1.25 4.57 -4.38 -0.059
O -0.23 4.81 -3.37 -0.744
H -2.19 6.57 -3.91 0.208
H -2.70 5.98 -5.39 0.209
H -1.09 6.69 -5.19 0.221
H -0.87 4.03 -5.24 0.181
H -1.96 3.91 -3.88 0.160
H -0.59 4.78 -2.48 0.468
C 3.26 -0.51 -5.51 -0.629
C 3.08 -1.87 -6.20 -0.065
O 3.11 -2.87 -5.22 -0.729
H 4.23 -0.40 -5.04 0.200
H 2.52 -0.29 -4.74 0.201
H 3.27 0.30 -6.24 0.210
H 3.87 -1.96 -6.95 0.167
H 2.12 -1.86 -6.72 0.173
H 4.00 -3.23 -5.13 0.471
C -3.50 -3.50 -3.21 -0.625
C -4.66 -2.99 -2.37 -0.071
O -4.12 -2.33 -1.23 -0.738
H -3.85 -4.08 -4.07 0.223
H -2.93 -4.18 -2.59 0.201
H -2.79 -2.76 -3.59 0.208
H -5.22 -3.86 -2.05 0.163
H -5.30 -2.41 -3.04 0.168
H -4.88 -2.06 -0.70 0.471
C -4.00 6.08 1.93 -0.646
C -3.67 4.62 1.82 -0.065
O -2.29 4.42 1.75 -0.725
H -3.49 6.72 1.21 0.219
H -3.71 6.55 2.87 0.208
H -5.06 6.28 1.78 0.219
H -4.09 4.09 0.96 0.173
H -4.10 4.06 2.65 0.154
H -1.92 4.53 2.63 0.464
C -1.57 -2.38 7.46 -0.635
C -2.00 -1.97 6.07 0.093
C -3.44 -1.42 6.03 -0.640
O -1.12 -0.99 5.51 -0.741
H -1.99 -3.33 7.79 0.219
H -2.01 -1.64 8.13 0.200
H -0.49 -2.41 7.59 0.225
H -1.92 -2.92 5.54 0.170
H -3.58 -0.92 5.07 0.210
H -3.70 -0.68 6.78 0.210
H -4.13 -2.25 6.15 0.220
H -1.26 -0.15 5.95 0.468
```

## Properties
Net charge: +1
Energy above the lowest of the compared OMol25 structures with the same formula, charge and spin, kcal/mol: 82.7
Gap between HOMO and LUMO, eV: 7.2

***

Below is C33H53LaN2O5S2SbSi as an isolated structure in a non-equilibrium geometry, with properties calculated with wB97M-V/def2-TZVPD.

```
98
Properties=species:S:1:pos:R:3:mulliken_charge:R:1
La 1.80 0.47 0.50 1.132
O 1.42 3.14 3.01 -0.628
S 0.59 2.64 1.97 1.571
O 1.22 2.65 0.55 -0.676
N 0.07 1.09 2.00 -0.121
C 0.00 0.47 3.19 -0.047
C -1.12 0.73 4.00 -0.343
C -1.19 0.23 5.31 -0.814
C -0.08 -0.44 5.89 -1.119
C 1.07 -0.66 5.10 0.457
C 2.33 -1.13 5.54 -0.319
C 3.48 -1.17 4.77 -0.824
C 3.41 -0.69 3.44 -0.163
N 2.25 -0.33 2.88 0.030
C 1.13 -0.22 3.67 0.714
C -0.78 3.78 1.81 0.123
C -1.24 4.57 2.84 -0.237
C -2.26 5.45 2.58 -0.572
C -2.99 5.45 1.38 -0.595
C -2.40 4.76 0.32 -0.697
C -1.29 3.96 0.53 -0.441
H -1.97 1.17 3.49 0.707
H -2.14 0.27 5.88 0.466
H -0.04 -0.70 6.94 0.458
H 2.49 -1.50 6.59 0.322
H 4.38 -1.67 5.23 0.339
H 4.29 -0.58 2.84 0.495
H -0.94 4.33 3.86 0.427
H -2.57 6.10 3.41 0.348
H -3.85 6.13 1.24 0.392
H -2.83 4.76 -0.62 0.493
H -0.68 3.49 -0.24 0.469
C -5.60 0.05 0.35 -0.939
C -6.20 -0.77 1.45 -0.811
Sb -5.02 -2.61 1.89 0.508
C -5.41 -2.57 4.07 -0.918
C -4.43 -1.80 4.92 -0.840
C -6.22 -4.10 0.95 -0.769
C -6.68 -5.12 1.96 -0.992
H -6.34 0.78 0.03 0.341
H -5.23 -0.48 -0.54 0.281
H -4.72 0.54 0.77 0.190
H -7.25 -1.07 1.19 0.390
H -6.19 -0.20 2.39 0.383
H -5.60 -3.62 4.48 0.385
H -6.36 -2.07 4.10 0.408
H -3.60 -2.42 5.30 0.332
H -4.91 -1.25 5.70 0.379
H -3.91 -1.06 4.32 0.082
H -5.54 -4.41 0.16 0.364
H -7.06 -3.60 0.45 0.368
H -5.79 -5.39 2.66 0.223
H -7.16 -6.00 1.57 0.365
H -7.42 -4.68 2.63 0.287
C 4.24 -2.98 -4.96 -1.586
C 4.57 -2.38 -3.58 1.579
C 5.71 -1.35 -3.68 -1.540
C 4.89 -3.41 -2.52 -1.596
O 3.34 -1.70 -3.20 -0.023
Si 3.06 -0.18 -2.67 -0.868
S 4.34 -0.01 -0.81 -0.758
O 1.57 -0.09 -2.02 0.713
C 0.21 -0.41 -2.56 2.176
C -0.26 0.80 -3.38 -1.377
C 0.32 -1.73 -3.28 -1.650
C -0.55 -0.60 -1.24 -2.549
O 3.24 0.89 -3.88 0.088
C 3.57 2.35 -4.15 1.588
C 3.83 2.47 -5.63 -1.702
C 2.22 3.12 -3.87 -1.165
C 4.75 2.82 -3.32 -1.323
H 4.77 -3.94 -5.12 0.406
H 4.52 -2.24 -5.71 0.338
H 3.15 -3.22 -5.06 0.272
H 6.56 -1.85 -4.14 0.554
H 6.02 -1.06 -2.69 0.417
H 5.49 -0.39 -4.19 0.151
H 5.93 -3.69 -2.64 0.439
H 4.29 -4.31 -2.55 0.371
H 4.84 -2.88 -1.55 0.250
H 0.37 0.86 -4.27 0.256
H -0.16 1.72 -2.81 0.175
H -1.37 0.69 -3.56 0.442
H 0.81 -1.72 -4.29 0.319
H -0.76 -2.06 -3.39 0.477
H 0.88 -2.44 -2.67 0.398
H -0.61 0.37 -0.70 0.172
H 0.07 -1.28 -0.70 0.543
H -1.52 -0.99 -1.35 0.799
H 2.96 2.15 -6.19 0.371
H 4.60 1.77 -5.90 0.414
H 4.25 3.45 -5.86 0.401
H 1.44 2.84 -4.51 0.354
H 2.46 4.18 -3.90 0.468
H 1.86 2.86 -2.85 -0.090
H 5.46 2.01 -3.23 0.264
H 4.49 3.11 -2.30 0.234
H 5.25 3.68 -3.77 0.436
```

## Properties
Net charge: +1
Energy above the lowest of the compared OMol25 structures with the same formula, charge and spin, kcal/mol: 56.4
Gap between HOMO and LUMO, eV: 6.4

***

In a.u., the electronic energy values for the records above are, in order, -1372.98316; -1141.51807; -302.61533; -2061.37927; -1290.69435; -7436.59608; -327.36676; -1201.17928; -3132.60864.